Computed, not measured: C27H67BFO19P4Tl as an isolated structure in a non-equilibrium geometry, with ωB97M-V/def2-TZVPD.

## Properties
* LUMO energy (alpha / beta): -0.09675 / -0.30436 Eh
* gap between HOMO and LUMO (alpha / beta): 9.89 / 4.24 eV
* total energy: -4161.04619 Eh

The geometry in ORCA input format:
```
! RIJCOSX wB97M-V def2-TZVPD def2/J DEFGRID3
* xyz 1 2
Tl -6.719 28.990 -22.538
B -7.126 30.688 -25.059
H -7.150 31.120 -26.047
H -6.267 30.035 -25.036
H -7.035 31.354 -24.215
H -8.010 30.091 -24.903
C -6.055 32.820 -28.386
C -6.201 34.138 -27.608
O -5.656 35.112 -28.453
C -4.689 34.544 -29.166
O -3.803 35.104 -29.776
O -4.931 33.231 -29.133
F -5.610 34.122 -26.469
H -6.930 32.738 -29.032
H -5.878 31.957 -27.744
H -7.242 34.461 -27.584
C -1.890 29.332 -22.052
C -1.635 30.480 -21.163
O -2.168 31.677 -21.759
P -3.678 32.045 -21.555
O -4.643 31.096 -22.134
O -3.723 33.578 -22.053
C -4.673 33.986 -23.015
C -4.091 34.887 -24.030
O -3.788 32.307 -19.929
C -3.144 33.423 -19.303
C -2.107 32.698 -18.352
H -1.638 29.587 -23.081
H -1.376 28.521 -21.536
H -2.945 29.061 -22.011
H -1.994 30.442 -20.134
H -0.579 30.726 -21.050
H -5.248 33.111 -23.317
H -5.425 34.556 -22.469
H -4.928 35.364 -24.539
H -3.484 35.657 -23.553
H -3.632 34.255 -24.790
H -2.623 33.986 -20.077
H -3.777 33.998 -18.627
H -1.687 33.371 -17.604
H -2.615 31.944 -17.750
H -1.308 32.334 -18.998
C -5.090 27.899 -28.592
C -4.987 28.450 -27.198
O -3.728 28.323 -26.659
P -3.328 28.579 -25.063
O -4.458 28.362 -24.107
O -2.005 27.586 -24.743
C -0.777 27.870 -25.372
C 0.294 26.716 -25.200
O -2.635 30.051 -25.093
C -3.423 31.137 -25.518
C -2.956 31.646 -26.902
H -4.375 28.320 -29.299
H -4.927 26.824 -28.666
H -6.016 28.147 -29.111
H -5.365 29.472 -27.204
H -5.682 28.056 -26.456
H -1.078 28.095 -26.395
H -0.421 28.810 -24.950
H 1.208 26.911 -25.761
H 0.385 26.658 -24.115
H -0.165 25.764 -25.467
H -4.497 30.966 -25.595
H -3.373 31.843 -24.688
H -3.118 30.852 -27.631
H -3.236 32.639 -27.253
H -1.877 31.802 -26.912
C -11.225 28.892 -27.266
C -10.509 29.225 -25.969
O -11.371 29.137 -24.811
P -10.944 29.807 -23.410
O -9.595 29.492 -22.900
O -11.309 31.438 -23.660
C -10.322 32.501 -23.627
C -10.987 33.822 -24.043
O -12.027 29.260 -22.359
C -13.377 28.932 -22.710
C -14.442 29.815 -22.102
H -11.669 27.897 -27.301
H -12.119 29.504 -27.152
H -10.797 29.012 -28.262
H -9.718 28.518 -25.719
H -10.134 30.248 -25.994
H -9.847 32.580 -22.650
H -9.479 32.270 -24.279
H -11.450 33.960 -25.020
H -11.709 34.151 -23.296
H -10.261 34.635 -24.059
H -13.559 28.666 -23.751
H -13.423 27.947 -22.245
H -15.467 29.499 -22.298
H -14.431 29.862 -21.013
H -14.316 30.877 -22.314
C -14.566 31.710 -28.814
C -13.657 31.511 -29.997
O -13.018 32.748 -30.429
P -11.818 33.470 -29.544
O -11.019 34.525 -30.323
O -12.647 34.044 -28.215
C -12.979 35.422 -28.290
C -14.273 35.653 -29.229
O -10.970 32.224 -28.947
C -9.726 32.428 -28.450
C -9.566 33.242 -27.185
H -15.057 32.682 -28.852
H -15.315 30.920 -28.744
H -14.154 31.709 -27.805
H -12.849 30.811 -29.785
H -14.260 31.074 -30.794
H -13.208 35.534 -27.230
H -12.244 36.175 -28.573
H -14.914 34.771 -29.244
H -14.809 36.550 -28.917
H -13.930 35.786 -30.255
H -9.194 31.516 -28.179
H -9.243 32.973 -29.262
H -8.584 33.190 -26.714
H -9.885 34.237 -27.495
H -10.346 32.920 -26.495
*
```

These are the Löwdin partial charges, in e, on atoms 1 to 8: Tl 1.169; B -0.308; H 0.038; H -0.015; H 0.035; H -0.009; C -0.031; C -0.389